DFT (wB97M-V/def2-TZVPD) results for a structure of composition C6H12O in a non-equilibrium geometry.

Atoms and positions in Å:
C1 -1.812 0.279 -1.423
C2 -0.654 0.283 -0.380
O1 -1.134 0.995 0.754
C3 -0.224 -1.153 -0.021
C4 0.989 -0.816 1.565
C5 1.804 0.260 0.937
C6 0.648 0.856 -0.826
H1 -2.654 -0.311 -1.033
H2 -1.535 -0.137 -2.400
H3 -2.189 1.297 -1.576
H4 -1.235 0.343 1.456
H5 -1.015 -1.881 -0.375
H6 0.711 -1.452 -0.475
H7 0.468 -0.528 2.493
H8 1.481 -1.787 1.704
H9 2.816 -0.013 0.614
H10 1.775 1.236 1.439
H11 0.806 0.661 -1.916
H12 0.929 1.845 -0.535

The calculation puts the LUMO energy at 0.81 eV. As for the HOMO-LUMO gap: 9.58 eV. As for the spin multiplicity: 1. As for the charge: 0. Its relative energy (zero: lowest compared OMol25 entry of this formula, charge and spin) is 107.0 kcal/mol.

DFT (wB97M-V/def2-TZVPD) results for the molecule C6H12O in a non-equilibrium geometry.

Atoms and positions in Å:
C1 0.693 -0.279 -1.825
C2 0.746 -0.172 -0.288
C3 0.476 1.385 0.294
C4 0.326 0.980 1.746
O1 -0.393 -0.251 1.746
C5 -0.261 -0.958 0.516
C6 -1.628 -1.085 -0.160
H1 0.879 0.765 -1.737
H2 1.497 -0.761 -2.401
H3 -0.272 -0.457 -2.319
H4 1.787 -0.391 0.000
H5 -0.435 1.927 -0.061
H6 1.305 2.120 0.152
H7 -0.231 1.654 2.405
H8 1.334 0.852 2.172
H9 0.122 -1.968 0.723
H10 -1.989 -0.118 -0.534
H11 -1.607 -1.790 -1.001
H12 -2.349 -1.453 0.574

The calculation puts the LUMO energy at 1.11 eV. As for the HOMO-LUMO gap: 10.57 eV. As for the spin multiplicity: 1. The SMILES is C[C@@H]1OCC[C@@H]1C. As for the charge: 0. Its relative energy (zero: lowest compared OMol25 entry of this formula, charge and spin) is 39.4 kcal/mol.

DFT (wB97M-V/def2-TZVPD) results for a structure of composition C6H12O.

Atoms and positions in Å:
C1 2.081 0.222 -0.473
C2 1.050 -0.190 0.582
C3 -0.377 -0.234 0.037
C4 -0.585 -1.240 -1.089
C5 -1.507 -0.248 1.030
C6 -1.055 1.099 -0.243
O1 -0.465 2.114 0.463
H1 1.785 1.158 -0.960
H2 2.198 -0.540 -1.252
H3 3.067 0.378 -0.020
H4 1.090 0.513 1.420
H5 1.309 -1.178 0.986
H6 0.034 -1.005 -1.961
H7 -0.333 -2.252 -0.747
H8 -1.629 -1.244 -1.422
H9 -1.284 0.072 2.048
H10 -2.250 -1.048 0.945
H11 -2.152 0.711 0.375
H12 -0.978 2.912 0.284

The calculation puts the LUMO energy at 0.92 eV. As for the HOMO-LUMO gap: 9.00 eV. As for the spin multiplicity: 1. As for the charge: 0. Its relative energy (zero: lowest compared OMol25 entry of this formula, charge and spin) is 82.4 kcal/mol.

DFT (wB97M-V/def2-TZVPD) results for the molecule C6H12O.

Atoms and positions in Å:
C1 1.731 -0.867 -0.700
C2 1.009 0.376 -0.199
O1 0.948 1.342 -1.237
C3 -1.250 1.315 0.217
C4 -0.392 0.109 0.375
C5 -0.470 -0.757 1.597
C6 -1.464 0.055 -0.661
H1 2.691 -0.581 -1.140
H2 1.918 -1.575 0.112
H3 1.139 -1.379 -1.472
H4 1.604 0.851 0.591
H5 -2.082 1.513 0.877
H6 -0.742 2.252 0.003
H7 0.176 -0.359 2.387
H8 -0.164 -1.783 1.369
H9 -1.498 -0.785 1.974
H10 0.426 0.925 -1.938
H11 -2.380 -0.496 -0.457
H12 -1.201 -0.155 -1.699

The calculation puts the LUMO energy at 1.00 eV. As for the HOMO-LUMO gap: 10.92 eV. As for the spin multiplicity: 1. The SMILES is C[C@@H](O)C1(C)CC1. As for the charge: 0. Its relative energy (zero: lowest compared OMol25 entry of this formula, charge and spin) is 31.9 kcal/mol.

DFT (wB97M-V/def2-TZVPD) results for the molecule C6H12O in a non-equilibrium geometry.

Atoms and positions in Å:
C1 2.746 -0.211 0.396
C2 1.829 -0.490 -0.794
C3 0.418 0.002 -0.583
C4 -1.964 1.058 0.618
C5 -2.630 -0.018 -0.203
C6 -1.480 -0.392 0.700
O1 -0.168 -0.758 0.437
H1 2.831 0.867 0.587
H2 2.358 -0.676 1.308
H3 3.749 -0.608 0.209
H4 2.206 -0.010 -1.705
H5 1.764 -1.569 -0.979
H6 0.394 1.069 -0.320
H7 -2.408 1.556 1.476
H8 -1.435 1.764 -0.031
H9 -2.628 0.052 -1.289
H10 -3.550 -0.396 0.226
H11 -1.834 -1.122 1.432
H12 -0.198 -0.119 -1.483

The calculation puts the LUMO energy at 1.16 eV. As for the HOMO-LUMO gap: 10.24 eV. As for the spin multiplicity: 1. The SMILES is CCCOC1CC1. As for the charge: 0. Its relative energy (zero: lowest compared OMol25 entry of this formula, charge and spin) is 46.7 kcal/mol.

DFT (wB97M-V/def2-TZVPD) results for a cluster of 2 separate species, C6H12O in total in a non-equilibrium geometry.

Atoms and positions in Å:
C1 0.014 1.226 -0.997
C2 1.267 1.655 -1.294
C3 0.620 -0.945 -0.070
C4 -0.343 -0.067 -0.580
C5 -1.775 -0.450 -0.603
C6 0.475 -2.319 0.388
H1 -0.804 1.933 -0.970
H2 2.073 0.925 -1.240
H3 1.516 2.654 -1.609
H4 1.647 -0.594 -0.087
H5 -2.419 0.415 -0.725
H6 -2.084 -1.004 0.276
H7 -1.939 -1.079 -1.491
H8 -0.559 -2.670 0.300
H9 0.766 -2.374 1.448
H10 1.217 -2.971 -0.078
H11 0.800 1.253 2.459
H12 -0.201 0.151 2.186
O1 -0.150 1.103 2.380

The calculation puts the LUMO energy (spin up / spin down) at -5.18 / -7.63 eV. As for the HOMO-LUMO gap (spin up / spin down): 9.30 / 7.49 eV. As for the spin multiplicity: 2. As for the charge: +1. As for the expectation value of S²: 0.78. Its relative energy (zero: lowest compared OMol25 entry of this formula, charge and spin) is 8.2 kcal/mol.

DFT (wB97M-V/def2-TZVPD) results for the molecule C6H12O2.

Atoms and positions in Å:
C1 0.209 -0.234 -0.040
C2 -1.100 0.089 0.750
C3 -0.097 -1.345 -1.047
C4 1.285 -0.704 0.942
C5 0.667 1.020 -0.743
C6 -0.034 1.694 -1.638
O1 -0.907 1.163 1.637
O2 -1.554 -0.988 1.492
H1 -1.077 -0.975 2.331
H2 -0.614 1.933 1.137
H3 -1.901 0.320 0.030
H4 1.649 1.379 -0.461
H5 -0.808 -1.005 -1.794
H6 1.006 -1.660 1.380
H7 2.234 -0.830 0.426
H8 -0.525 -2.200 -0.529
H9 0.815 -1.655 -1.552
H10 1.415 0.026 1.741
H11 -1.014 1.384 -1.960
H12 0.352 2.587 -2.101

The calculation puts the LUMO energy at 0.81 eV. As for the HOMO-LUMO gap: 10.51 eV. As for the spin multiplicity: 1. The SMILES is C=CC(C)(C)C(O)O. As for the charge: 0. Its relative energy (zero: lowest compared OMol25 entry of this formula, charge and spin) is 30.0 kcal/mol.

DFT (wB97M-V/def2-TZVPD) results for the molecule C6H12O2 in a non-equilibrium geometry.

Atoms and positions in Å:
C1 0.322 -0.182 -0.021
C2 2.401 1.025 -0.316
C3 0.573 -0.446 1.465
C4 -2.068 -1.149 -0.467
C5 -1.240 0.078 -0.255
C6 -1.745 1.298 -0.201
O1 0.932 0.971 -0.506
O2 0.771 -1.311 -0.720
H1 0.672 -1.136 -1.664
H2 2.636 1.359 0.697
H3 2.746 1.746 -1.054
H4 2.862 0.053 -0.507
H5 0.374 0.460 2.031
H6 1.602 -0.758 1.619
H7 -0.088 -1.240 1.801
H8 -1.692 -1.724 -1.312
H9 -3.105 -0.883 -0.657
H10 -2.030 -1.794 0.410
H11 -2.804 1.474 -0.305
H12 -1.120 2.159 -0.038

The calculation puts the LUMO energy at 0.89 eV. As for the HOMO-LUMO gap: 10.35 eV. As for the spin multiplicity: 1. The SMILES is C=C(C)[C@@](C)(O)OC. As for the charge: 0. Its relative energy (zero: lowest compared OMol25 entry of this formula, charge and spin) is 38.0 kcal/mol.